Record 1
The following is a DFT calculation (wB97M-V/def2-TZVPD) of a 2-piece molecular cluster, C4H13N4O overall at a distorted geometry.

```
22
Properties=species:S:1:pos:R:3:forces:R:3
H 1.4215 -1.8324 1.5183 -0.75 -0.14 -0.03
O -0.6583 -1.1934 0.3662 -1.01 0.40 -0.39
C 0.4085 0.1377 -1.9297 6.00 -0.92 -2.92
N 0.0189 1.6346 0.4321 1.08 0.34 0.56
H -2.1728 -3.4212 0.5585 0.19 -0.40 0.02
H 0.0343 4.1709 -0.1748 0.31 -0.58 0.07
H 1.1528 2.1387 -2.5142 0.02 -0.39 -0.60
H -0.0773 2.0459 1.3681 0.12 0.42 -1.08
H 0.4470 3.9244 -1.7804 0.31 -0.34 0.10
C -1.6685 -3.1288 1.4778 -1.51 -0.39 1.14
H -1.2559 -3.9587 2.0748 0.04 0.01 -0.89
H 0.7380 -3.0260 2.4922 -0.27 -0.57 0.27
H -0.0699 0.6367 0.4857 0.10 -0.99 -0.34
N 0.6004 -2.4006 1.7319 0.24 0.65 -0.37
C 0.6002 2.2081 -0.6358 -2.79 0.44 -1.69
H 0.9458 -0.4848 -1.1705 -1.63 0.47 -0.24
H -0.6370 0.0391 -2.1719 -0.14 -0.07 0.36
N 0.4380 3.5291 -0.8512 0.46 0.96 0.90
N 0.9383 1.5160 -1.7597 -0.98 -0.12 2.56
C -0.6126 -2.1366 1.1343 2.08 -0.25 1.42
H -2.5135 -2.8341 2.1648 0.96 0.70 -0.82
H 1.1813 -0.2349 -2.8597 -2.82 0.79 1.97
```
Forces are in eV/Å.

- E_LUMO (eV) = -2.87
- total charge = +1
- max |F| (eV Å⁻¹) = 6.73
- energy above the lowest of the compared OMol25 structures with the same formula, charge and spin (eV) = 1.8779
- frontier orbital gap (eV) = 10.66


Record 2
The following is a DFT calculation (wB97M-V/def2-TZVPD) of an isolated ion of composition C5H8NS and charge +1 at a distorted geometry.

```
15
Properties=species:S:1:pos:R:3:forces:R:3
H -2.3203 1.5362 -0.1383 -0.06 -1.43 0.46
N 0.1775 -0.0118 -0.0842 -2.21 -2.12 -1.22
C 2.5564 -0.7645 0.1231 1.68 -1.66 -1.49
H 0.8198 -2.0111 0.2201 0.90 1.95 -0.87
S 3.7925 0.4157 -0.0905 -0.98 -0.17 0.31
H -1.4047 -1.4218 -0.7030 0.38 0.45 0.31
C -2.3140 0.4335 0.1224 -0.66 1.04 2.59
H 1.3652 1.6113 0.1582 0.81 0.12 0.02
H -3.1560 -0.0596 -0.2347 -1.90 -0.30 -1.34
C 0.4117 1.2143 -0.0829 -1.97 5.03 -0.11
C -1.2497 -0.4106 -0.3136 3.26 -0.82 0.07
H 3.1284 -1.7891 0.0932 -1.05 1.74 0.49
H -2.5904 0.2258 1.2579 1.12 0.95 -1.60
C 1.2403 -0.9614 -0.0440 -1.45 -2.89 1.87
H -0.4568 1.9932 -0.2836 2.13 -1.89 0.52
```
Forces are in eV/Å.

- E_LUMO (spin up / spin down) (eV) = -5.48 / -6.59
- total charge = +1
- max |F| (eV Å⁻¹) = 5.40
- energy above the lowest of the compared OMol25 structures with the same formula, charge and spin (eV) = 4.9765
- frontier orbital gap (spin up / spin down) (eV) = 7.97 / 6.59


Record 3
The following is a DFT calculation (wB97M-V/def2-TZVPD) of C9H15P as an isolated structure at a distorted geometry.

```
25
Properties=species:S:1:pos:R:3:forces:R:3
H 1.0157 2.7925 -2.2938 -0.09 0.53 0.43
C 1.0274 0.8852 -1.5325 -0.93 0.44 1.87
H -0.1052 -2.1625 -1.5564 1.73 0.28 0.93
H 0.5559 -2.5707 0.0398 0.23 0.33 0.24
H 1.8653 3.9818 -0.4150 -0.30 0.87 0.65
C -1.5906 -0.1944 -0.9699 -4.14 0.27 -2.01
H -3.6817 -0.7424 -0.4445 -0.72 0.08 -0.95
C 0.9027 2.3598 -1.2851 -1.66 0.23 -0.67
H -1.9151 0.1007 -1.9570 0.64 0.76 -0.35
C 1.9155 2.9199 -0.2982 0.55 -0.92 0.86
H 0.6391 -0.9736 2.8025 -0.46 -1.16 0.34
C -0.9160 -1.1325 1.5025 -3.42 -0.09 -3.49
H 2.0536 0.7006 -1.3481 1.21 -1.11 -0.63
C -2.6394 -0.7122 -0.2738 3.19 -0.15 1.54
H 1.6377 -1.6337 -1.0690 0.27 -0.57 -0.35
H 0.1817 -2.7812 2.4196 -0.29 1.66 0.12
C -2.1793 -1.2928 0.9694 1.56 -1.20 2.44
H -0.1164 2.6588 -0.8608 1.03 -0.45 -0.90
H 2.9939 2.7333 -0.5580 -0.99 -0.51 0.37
H -2.7959 -2.0930 1.4399 -0.04 0.81 0.10
C 0.6269 -1.8105 -0.7319 -1.46 -0.69 -1.55
C -0.1906 -1.7061 2.5947 0.95 -0.50 1.01
H -0.9062 -1.7367 3.4346 0.59 -0.07 0.19
P -0.0016 -0.1368 -0.3731 1.66 0.31 1.58
H 1.6226 2.5464 0.7640 0.89 0.86 -1.75
```
Forces are in eV/Å.

- E_LUMO (spin up / spin down) (eV) = 0.63 / -1.07
- max |F| (eV Å⁻¹) = 4.88
- energy above the lowest of the compared OMol25 structures with the same formula, charge and spin (eV) = 0.8461
- 2S+1 = 3
- frontier orbital gap (spin up / spin down) (eV) = 6.41 / 6.98


Record 4
The following is a DFT calculation (wB97M-V/def2-TZVPD) of an isolated ion of composition C6H10N4O4 and charge +2 at a distorted geometry.

```
24
Properties=species:S:1:pos:R:3:forces:R:3
H 1.4667 -0.9863 -2.7297 1.30 0.54 0.77
H -2.7445 -2.9385 -1.2109 -0.68 0.18 -3.27
O 2.5255 -0.0354 -0.0127 -0.08 0.49 -0.08
N 0.4922 0.0198 -0.9166 -0.41 0.02 0.28
C -0.3284 2.9162 0.9187 2.23 -2.78 -2.44
N -1.5082 0.6045 0.2407 -0.76 -1.16 0.65
C -2.3419 -2.8325 -0.2899 0.02 -0.27 3.52
H 4.3824 0.1218 -0.7433 1.80 1.66 -2.30
C -2.1539 -0.5808 0.2513 1.21 1.26 -0.85
O -3.4146 -0.6121 0.5666 0.88 -1.55 -0.40
N 0.0461 2.0880 0.1411 -0.10 3.83 1.96
C -0.2437 0.7707 -0.1539 -1.17 -1.97 -0.95
C 3.9243 -0.4480 -0.0496 -2.11 -2.48 0.92
H -3.1598 -2.7635 0.3982 -0.46 -0.21 0.36
H -3.8155 0.2286 0.7514 -0.10 1.11 0.17
O 2.2355 -0.7257 -2.1286 -0.55 -0.85 -1.30
H 0.1570 4.4610 1.9978 1.34 1.02 0.79
H 3.8538 -1.5055 -0.3029 0.74 0.06 0.01
O -1.5292 -1.6575 -0.0853 -0.79 0.52 -0.21
H 4.2932 -0.2935 0.9247 0.38 0.15 1.03
H -1.5953 4.2375 1.7197 2.80 -0.94 0.30
N -0.5534 3.8313 1.7447 -4.78 1.12 -0.35
H -1.7729 -3.6726 0.0095 0.83 -0.68 0.00
C 1.7846 -0.2276 -1.0409 -1.54 0.91 1.38
```
Forces are in eV/Å.

- E_LUMO (eV) = -8.47
- total charge = +2
- max |F| (eV Å⁻¹) = 4.92
- energy above the lowest of the compared OMol25 structures with the same formula, charge and spin (eV) = 0.0000
- SMILES = CO/C(O)=N\C(/N=C(/O)OC)=[N+]=C=[NH2+]
- frontier orbital gap (eV) = 9.20


Record 5
The following is a DFT calculation (wB97M-V/def2-TZVPD) of one molecule with the formula C6H10N2O at a distorted geometry.

```
19
Properties=species:S:1:pos:R:3:forces:R:3
C -1.0544 1.1644 -1.3215 -0.54 1.97 0.77
H -1.8298 1.9154 0.5521 0.01 -0.54 0.04
C -0.9766 -0.1385 0.3181 1.35 0.32 1.62
N -0.1689 -0.7272 1.4683 -0.75 0.45 -1.34
H 2.5108 -2.2635 0.8530 -0.02 0.40 0.59
C 2.0373 -1.5647 1.5849 1.06 -1.98 0.78
H 2.0981 -0.0716 -0.6826 0.11 0.12 0.18
H -3.0550 0.7889 -0.0940 1.32 0.10 -0.48
N 1.1594 -0.3431 -0.4369 -1.26 0.72 0.64
H -1.2005 -0.9993 -0.2650 -0.60 -0.57 -0.76
H 2.8272 -0.8097 1.8833 -0.84 -1.08 0.16
H 0.2524 1.5438 0.2288 0.63 -0.32 0.00
C 0.9657 -0.8807 0.8733 -0.80 0.41 0.81
H -0.8150 0.4147 -3.0391 -2.45 -0.71 1.84
H 1.5710 -2.2613 2.4339 1.29 2.02 -1.62
H -0.8826 2.2494 -1.6176 -0.41 -1.25 -0.19
C 0.0522 0.6549 -0.3896 0.99 -0.89 -0.76
C -1.9441 0.9978 -0.0516 -1.81 0.61 1.08
O -1.5473 0.3305 -2.2978 2.72 0.24 -3.37
```
Forces are in eV/Å.

- E_LUMO (eV) = 0.62
- max |F| (eV Å⁻¹) = 4.33
- energy above the lowest of the compared OMol25 structures with the same formula, charge and spin (eV) = 3.3162
- SMILES = CC1=N[C@H]2C[C@H](O)[C@@H]2N1
- frontier orbital gap (eV) = 9.52


Record 6
The following is a DFT calculation (wB97M-V/def2-TZVPD) of C29H23BrF3N4OSScSi as an isolated structure at a distorted geometry.

```
64
Properties=species:S:1:pos:R:3:forces:R:3
H 15.2758 15.9659 6.3258 0.06 0.05 -0.27
C 8.1292 9.2719 9.5893 1.72 -0.42 -1.32
C 15.1195 19.8703 8.6847 0.33 -0.24 -0.72
Br 6.6322 9.3514 10.6706 -0.44 0.08 0.43
C 12.4256 11.0511 8.8042 -0.18 -0.25 0.37
C 9.3817 16.8100 8.5817 -0.15 -0.97 -0.15
H 10.9039 7.3863 8.9122 -0.15 -0.05 0.17
H 16.8038 15.8705 7.2512 -0.04 -0.04 -0.09
H 9.5560 10.8777 6.9144 -0.20 0.14 -0.07
C 7.9611 16.8455 8.4784 0.62 0.20 0.17
C 12.4897 12.2048 9.5665 0.64 0.19 0.03
H 17.7761 20.1028 5.8885 -0.02 0.34 0.06
C 16.4777 18.8418 6.9782 -0.21 0.17 0.45
C 7.2459 15.6757 8.4711 0.16 -0.51 0.22
C 10.3575 9.1237 7.8284 0.50 -1.10 1.48
H 16.9656 22.1908 7.0473 0.11 0.30 -0.10
C 17.0178 20.0814 6.6649 -0.13 -0.05 -0.28
N 9.9831 15.5881 8.6737 -1.30 -0.57 0.00
C 12.3839 14.9375 5.5706 0.12 -0.20 2.61
H 7.2993 13.5228 8.6831 0.32 0.20 -0.11
C 8.3171 10.1871 8.5424 -0.31 0.08 0.02
H 15.6140 17.3938 11.0224 0.04 0.04 -0.10
S 10.4642 18.1844 8.5369 -0.29 -0.24 0.02
O 12.7567 14.6033 9.6797 -0.95 -0.93 -1.79
F 5.9057 18.0088 8.3300 0.70 -0.18 -0.03
C 15.9235 16.7037 10.2332 -0.58 -0.43 -0.31
H 14.4132 19.7543 9.4941 -0.15 0.19 0.13
H 12.3863 15.9364 5.1450 -0.11 -0.02 0.27
H 12.4033 10.0445 9.2209 -0.03 0.46 0.26
C 9.0913 8.2393 9.7263 -0.49 0.31 -0.09
H 15.2529 22.0005 8.8286 -0.10 0.25 0.04
H 9.0103 7.5164 10.5274 -0.12 0.00 -0.03
H 9.8310 13.4951 8.8079 0.05 0.14 -0.01
H 6.1654 15.7124 8.3780 0.14 0.00 0.05
C 12.3527 13.8260 4.7630 0.13 -1.48 0.42
H 15.4582 14.7647 7.5951 0.10 0.11 -0.05
C 16.5637 21.2294 7.3044 -0.30 -0.47 0.28
H 12.3099 13.9596 3.6898 0.07 -0.19 0.06
C 9.4035 10.1312 7.6788 0.11 0.07 0.11
C 12.3774 12.5489 5.3687 0.00 1.22 -0.59
H 12.5250 12.1617 10.6518 0.03 0.03 -0.18
F 7.4757 18.9918 9.4611 0.06 -1.04 -0.51
N 11.9742 10.0821 6.5964 1.34 1.25 1.16
N 11.6176 9.0187 7.2653 -1.38 -0.52 -0.77
C 12.3234 11.1316 7.4238 -0.65 -0.57 -2.30
C 10.1413 8.1531 8.8358 -0.11 0.17 0.02
F 7.6152 18.8910 7.3136 -0.08 -0.63 0.22
H 15.6716 15.6891 10.5839 0.14 0.24 -0.03
C 9.2645 14.4146 8.6973 0.32 1.46 0.10
C 7.2593 18.1586 8.3957 -0.87 1.92 0.11
C 15.5421 18.7111 8.0106 0.05 0.01 0.07
H 16.8136 17.9619 6.4397 0.03 0.09 0.04
C 15.5879 21.1228 8.3037 0.47 -0.38 -0.05
C 7.8976 14.4313 8.6145 -0.50 0.18 -0.08
C 12.4172 12.3996 6.7530 0.34 0.50 0.21
H 7.5901 10.9754 8.3834 -0.05 -0.07 0.10
H 17.0088 16.7673 10.1080 -0.09 0.06 -0.07
C 12.5357 13.5558 7.5401 -0.60 1.29 -1.44
Sc 12.0651 16.2473 8.5111 2.46 -0.22 1.34
C 15.7142 15.7930 7.3043 -0.11 -0.21 0.57
Si 14.9587 17.0007 8.5800 -0.59 -0.09 0.24
H 12.3963 11.6491 4.7879 -0.17 -0.24 -0.39
C 12.6127 13.4631 8.9586 0.00 1.78 1.75
N 12.4470 14.8277 6.9471 0.31 -1.20 -1.65
```
Forces are in eV/Å.

- E_LUMO (spin up / spin down) (eV) = -1.79 / -1.52
- max |F| (eV Å⁻¹) = 2.81
- frontier orbital gap (spin up / spin down) (eV) = 5.07 / 5.33